1.
Entry from OMol25: a 2-piece molecular cluster, C4H14N4 overall in a non-equilibrium geometry (the ωB97M-V functional and the def2-TZVPD basis).

Each line ends with the Löwdin charge.
Geometry (Å):
C 2.34147 1.41766 0.47557  -0.216
N 1.49698 0.58355 -0.33034  -0.079
C 1.05809 -0.57444 0.19867  -0.629
N 1.66790 -1.74930 -0.32631  0.076
N 0.81717 -0.78246 1.59741  0.080
H 3.13072 0.87462 1.01776  0.064
H 1.77329 1.96573 1.25090  0.056
H 2.85032 2.14418 -0.16022  0.057
H 2.09190 -1.57319 -1.22545  0.071
H 0.96686 -2.48004 -0.40960  0.059
H -0.10413 -0.47183 1.87340  0.059
H 1.49931 -0.34642 2.19980  0.066
C -2.97767 0.43908 -0.58781  -0.139
C -1.48352 0.69332 -0.57826  -0.132
N -0.76887 -0.90375 -0.53544  0.045
H -3.30186 -0.08369 0.31270  0.068
H -3.50568 1.39536 -0.62180  0.073
H -3.28136 -0.16550 -1.44245  0.068
H -1.10877 1.13232 -1.49728  0.093
H -1.17560 1.28406 0.28009  0.090
H -0.72554 -1.19631 -1.50651  0.086
H -1.26099 -1.60294 0.01520  0.085

Force components x, y, z for each atom (eV/Å):
C -0.81 0.50 0.79
N -0.43 -2.52 -0.05
C 3.42 1.85 -0.84
N -0.97 -0.14 -0.32
N -1.17 -0.42 0.35
H 0.01 -0.15 -0.13
H 0.24 0.25 -0.02
H -0.14 0.03 0.05
H -0.07 0.24 -0.10
H 0.50 -0.41 0.18
H 0.07 0.27 0.05
H 0.21 0.13 -0.20
C -0.01 0.35 -0.03
C 0.09 -3.84 0.00
N -1.16 3.93 0.11
H 0.05 0.05 0.05
H -0.11 -0.05 -0.06
H 0.00 0.11 -0.05
H 0.19 -0.16 0.10
H 0.46 -0.44 0.04
H 0.08 0.01 0.13
H -0.46 0.40 -0.07

HOMO level, eV: -7.0
Orbital gap, eV: 7.7
ΔE to the lowest compared entry with this formula, charge and spin, kJ/mol: 318.5
Net charge: 0

2.
Entry from OMol25: C7H19O13P2V as an isolated structure in a non-equilibrium geometry (the ωB97M-V functional and the def2-TZVPD basis).

Each line ends with the Löwdin charge.
Geometry (Å):
O 0.63299 1.55696 -0.37747  -0.345
V -0.56830 0.51647 0.00285  0.978
O -1.86485 1.54959 0.14136  -0.337
O -0.57444 -3.42523 0.70933  0.152
C -0.52508 -2.11531 0.55622  -0.857
O -1.54436 -1.43540 0.78753  -0.026
O 0.47310 -1.52293 0.16546  -0.037
H 0.34841 -3.68588 0.66477  0.124
C 2.27975 3.29061 1.66176  -0.124
O 1.60832 3.07274 2.89233  -0.219
P 1.03872 1.53002 3.25234  0.537
O 0.20390 0.93275 2.24114  -0.220
O 2.41720 0.66235 3.59673  -0.200
C 3.14902 -0.01158 2.71739  -0.174
O 0.28471 1.71721 4.63437  -0.199
C -0.80581 2.61001 4.76151  -0.084
H 2.64462 2.46145 1.05557  0.076
H 3.09805 3.97433 1.88764  0.091
H 1.55649 3.80680 1.03046  0.089
H 2.59469 0.10467 1.78610  0.079
H 3.28583 -1.05598 2.99776  0.096
H 4.15876 0.39814 2.69184  0.097
H -1.15911 3.09479 3.85142  0.101
H -0.32825 3.30509 5.45209  0.095
H -1.60745 2.13384 5.32608  0.096
C 1.33239 -2.00639 -3.17438  -0.105
O -0.05060 -2.17973 -3.36763  -0.194
P -1.28787 -1.12813 -3.19396  0.549
O -1.08148 -0.15847 -2.08445  -0.264
O -2.63718 -2.11138 -3.10511  -0.198
C -2.67836 -3.17645 -2.18953  -0.117
O -1.57132 -0.41693 -4.57488  -0.185
C -2.36965 0.77504 -4.43281  -0.080
H 1.66848 -2.00641 -2.13749  0.079
H 1.72342 -1.10174 -3.63999  0.094
H 2.00086 -2.76046 -3.58988  0.088
H -3.11646 -3.98272 -2.77784  0.098
H -3.14554 -2.86328 -1.25585  0.097
H -1.74534 -3.58475 -1.80113  0.076
H -2.48878 1.28341 -5.38961  0.095
H -1.94944 1.38153 -3.63052  0.086
H -3.40006 0.57137 -4.14149  0.093

Force components x, y, z for each atom (eV/Å):
O -1.76 -2.48 0.35
V -1.27 4.36 -0.18
O 3.03 -3.08 -0.22
O 0.31 -0.74 0.25
C -2.41 1.50 0.50
O -1.30 0.36 0.12
O 3.33 0.79 -1.16
H 0.29 -0.56 -0.13
C -0.17 1.33 -0.91
O -1.18 -3.40 1.48
P 3.25 1.86 1.32
O -1.16 -1.18 -2.19
O -4.66 3.65 3.97
C 1.32 -1.34 -2.76
O 1.85 -1.53 -1.58
C 0.21 1.07 1.47
H -0.14 -0.49 0.63
H 0.07 -0.12 -0.08
H 0.18 0.05 -0.21
H 0.88 -0.79 -0.81
H -0.41 -0.17 -0.03
H 0.04 0.25 -0.41
H 0.18 -0.28 -0.05
H -0.81 0.85 -0.19
H 0.00 -0.26 -0.44
C 1.97 1.09 0.42
O -2.28 0.47 -0.37
P -0.20 -2.37 0.49
O 0.10 -0.42 0.44
O 3.36 2.57 -0.57
C 0.03 -1.10 0.89
O 0.24 -0.25 0.47
C -0.80 0.71 0.20
H -0.81 0.32 0.33
H -0.42 0.33 0.07
H -1.08 -0.74 -0.61
H -0.55 -0.07 0.69
H -0.80 -0.17 -0.32
H 0.68 0.41 -0.63
H 0.76 -0.11 0.03
H 0.09 0.31 -0.45
H 0.03 -0.61 0.17

HOMO level, eV: -9.6
Orbital gap, eV: 9.4
ΔE to the lowest compared entry with this formula, charge and spin, kJ/mol: 278.9
Net charge: 0